Here is C15H23ClN4O4S in the gas phase from the OMol25 dataset. Energies are from wB97M-V/def2-TZVPD.

CARTESIAN COORDINATES (ANGSTROEM)
C: -0.212 2.398 -0.399
O: -0.881 1.461 0.426
C: -2.132 0.947 -0.055
C: -1.908 0.047 -1.285
O: -2.715 -0.034 -2.195
N: -0.765 -0.666 -1.212
C: -0.337 -1.638 -2.191
C: 1.172 -1.527 -2.469
C: 1.711 -2.782 -3.141
O: 1.130 -2.794 -4.443
N: 1.952 -1.089 -1.310
C: 2.512 -1.890 -0.368
O: 2.402 -3.103 -0.362
C: 3.270 -1.144 0.720
C: 2.349 -0.404 1.635
C: 1.526 -0.926 2.646
C: 0.896 0.182 3.159
Cl: -0.234 0.327 4.430
N: 1.323 1.260 2.474
C: 0.927 2.640 2.665
N: 2.211 0.915 1.532
C: -2.692 0.104 1.105
C: -3.733 0.917 1.900
S: -3.650 2.631 1.314
C: -3.151 2.049 -0.324
H: 0.797 2.504 -0.001
H: -0.141 2.058 -1.438
H: -0.694 3.379 -0.380
H: -0.178 -0.517 -0.406
H: -0.591 -2.651 -1.860
H: -0.879 -1.460 -3.118
H: 1.302 -0.727 -3.204
H: 2.803 -2.730 -3.194
H: 1.443 -3.673 -2.576
H: 1.394 -3.605 -4.888
H: 2.066 -0.096 -1.188
H: 3.857 -1.882 1.262
H: 3.965 -0.434 0.265
H: 1.417 -1.951 2.957
H: 1.133 2.949 3.689
H: 1.510 3.247 1.978
H: -0.133 2.764 2.446
H: -3.148 -0.815 0.732
H: -1.861 -0.193 1.743
H: -4.739 0.536 1.730
H: -3.537 0.897 2.970
H: -2.746 2.871 -0.908
H: -4.009 1.648 -0.860

Cartesian forces (eV/Å) of the 6 atoms listed first:
0.0 0.0 -0.1
-0.1 -0.2 0.0
0.1 0.2 0.1
0.0 0.0 -0.1
0.0 0.0 0.1
0.2 0.1 0.0

Computed properties:
gap between HOMO and LUMO = 9.17 eV
SMILES = CO[C@@]1(C(=O)NC[C@H](CO)NC(=O)Cc2cc(Cl)n(C)n2)CCSC1
highest occupied orbital energy = -8.615 eV
energy above the lowest of the compared OMol25 structures with the same formula, charge and spin = 0.529 eV

---

Here is C15H23F3NO2PRu as an isolated structure from the OMol25 dataset. Energies are from wB97M-V/def2-TZVPD.

CARTESIAN COORDINATES (ANGSTROEM)
C: -2.746 -2.397 0.429
C: -1.665 -2.427 1.297
C: -0.706 -1.411 1.273
C: -0.905 -0.380 0.351
C: -1.988 -0.333 -0.527
C: -2.925 -1.357 -0.472
C: 0.514 -1.503 2.144
C: 1.801 -0.980 1.472
N: 2.541 -2.032 0.817
Ru: 0.259 1.307 0.192
C: -2.003 0.758 -1.561
P: -0.175 1.130 -1.899
H: -1.490 -3.248 1.986
H: -3.731 -1.315 -1.194
H: -3.470 -3.200 0.451
H: -2.441 1.701 -1.196
H: -2.558 0.447 -2.447
H: 0.387 -0.921 3.069
H: 0.628 -2.550 2.454
H: 1.576 -0.131 0.765
C: -0.246 2.440 -3.167
C: 0.231 -0.338 -2.929
H: 2.472 -0.630 2.279
C: 1.959 -2.567 -0.384
C: 3.959 -1.774 0.694
H: 1.149 2.938 0.066
H: 2.568 -3.401 -0.766
H: 0.930 -2.918 -0.217
H: 1.935 -1.802 -1.189
H: 4.490 -2.649 0.286
H: 4.147 -0.919 0.011
H: 4.382 -1.521 1.678
H: -0.376 -0.454 -3.841
H: 1.281 -0.277 -3.241
H: 0.111 -1.267 -2.357
H: -0.864 2.207 -4.049
H: -0.630 3.363 -2.718
H: 0.772 2.637 -3.523
H: 1.813 2.387 0.030
F: -1.386 4.902 1.877
C: -1.941 3.801 2.464
F: -1.969 4.006 3.816
F: -3.252 3.755 2.061
C: -1.022 2.588 2.064
O: -0.090 2.213 2.761
O: -1.325 2.117 0.888

Cartesian forces (eV/Å) of the 6 atoms listed first:
-0.6 -0.6 0.4
1.6 0.5 0.7
-0.8 -1.7 0.5
2.0 1.6 -0.2
-1.7 -0.8 -0.5
0.6 1.8 -1.1

Computed properties:
gap between HOMO and LUMO (spin up / spin down) = 7.99 / 4.26 eV
expectation value of S² = 6.0493
net charge = +2
highest occupied orbital energy (spin up / spin down) = -15.237 / -15.192 eV
spin multiplicity = 5
energy above the lowest of the compared OMol25 structures with the same formula, charge and spin = 0.647 eV

---

Here is a 2-piece molecular cluster, C15H23FN2OS overall from the OMol25 dataset. Energies are from wB97M-V/def2-TZVPD.

CARTESIAN COORDINATES (ANGSTROEM)
N: 3.359 -3.942 0.060
C: 2.421 -3.105 -0.726
C: 2.655 -1.640 -0.415
C: 1.737 -0.661 -1.180
C: 0.714 0.092 -0.307
C: -0.752 -0.292 -0.500
C: -1.031 -1.789 -0.326
C: -1.096 -2.538 -1.670
C: -2.538 -2.996 -1.809
O: -2.969 -3.873 -2.531
N: -3.299 -2.222 -0.901
C: -2.404 -2.155 0.275
S: -3.101 -1.112 1.557
H: 3.504 -3.517 0.964
H: 2.964 -4.854 0.225
H: 1.393 -3.377 -0.481
H: 2.614 -3.306 -1.777
H: 2.551 -1.498 0.660
H: 3.692 -1.419 -0.664
H: 1.264 -1.171 -2.015
H: 2.392 0.089 -1.620
H: 0.796 1.150 -0.542
H: 0.980 -0.006 0.746
H: -1.077 0.039 -1.486
H: -1.356 0.273 0.211
H: -0.273 -2.188 0.347
H: -0.418 -3.381 -1.764
H: -0.896 -1.885 -2.515
H: -4.142 -2.742 -0.670
H: -2.281 -3.179 0.641
H: -2.189 -1.387 2.497
F: 1.568 3.395 0.025
C: 0.646 4.140 0.671
C: 0.735 5.515 0.598
C: -0.214 6.279 1.261
C: -1.228 5.665 1.983
C: -1.295 4.280 2.041
C: -0.355 3.504 1.379
H: 1.535 5.973 0.033
H: -0.161 7.358 1.212
H: -1.965 6.265 2.499
H: -2.083 3.798 2.604
H: -0.394 2.423 1.408

Cartesian forces (eV/Å) of the 6 atoms listed first:
-0.1 0.4 -0.3
0.4 -0.4 0.7
0.0 -0.1 -0.4
0.4 0.1 0.5
-0.2 0.0 -0.4
0.0 0.0 0.1

Computed properties:
gap between HOMO and LUMO = 9.87 eV
SMILES = NCCCCC[C@@H]1CC(=O)N[C@@H]1S.Fc1ccccc1
highest occupied orbital energy = -9.420 eV
energy above the lowest of the compared OMol25 structures with the same formula, charge and spin = 0.182 eV